Entry 1:
# C24H29N3O5S

C24H29N3O5S in the gas phase (ωB97M-V with the def2-TZVPD basis set, OMol25).

The geometry in XYZ format:
```
62
Properties=species:S:1:pos:R:3:forces:R:3
C -8.2584 -3.1727 -0.8706 0.02 0.06 0.02
C -7.2758 -2.0807 -0.5792 0.12 -0.04 0.01
C -5.9151 -2.3444 -0.5605 -0.12 0.03 -0.02
C -4.9865 -1.3565 -0.2897 0.11 0.18 0.06
C -5.4135 -0.0576 -0.0311 -0.24 -0.27 -0.02
N -4.4790 0.9591 0.2291 0.20 -0.17 -0.28
C -3.0810 0.7849 -0.1107 0.21 -0.14 -0.06
C -2.4858 2.2019 -0.0158 -0.07 -0.04 0.36
C -1.0297 2.1235 0.4334 -0.42 0.09 -0.40
O -0.7122 2.0705 1.5971 0.09 -0.03 0.27
N -0.1583 2.0666 -0.6160 0.00 0.03 -0.44
C 1.2305 1.9140 -0.5935 0.40 -0.08 0.18
C 1.8870 1.8021 -1.8220 0.10 -0.01 0.09
C 3.2561 1.6334 -1.8656 -0.15 0.06 -0.11
C 3.9708 1.5821 -0.6842 0.60 -0.02 0.16
S 5.7272 1.2849 -0.7683 -0.29 -0.43 -0.17
O 6.3074 1.5641 0.5189 -0.31 -0.05 0.01
O 6.2701 1.9290 -1.9257 -0.10 -0.14 -0.22
N 5.7162 -0.3622 -1.0848 0.12 0.89 -0.11
C 5.7041 -1.2223 0.0820 -0.03 -0.31 0.36
C 6.8969 -2.2009 0.0598 -0.39 -0.16 0.05
C 7.2308 -2.7152 1.4641 -0.02 0.02 -0.30
C 8.1609 -1.6204 2.0037 0.02 0.08 -0.11
C 8.6364 -0.8800 0.7374 0.29 0.33 0.25
O 8.0706 -1.5577 -0.3776 0.04 -0.14 -0.24
C 3.3372 1.7018 0.5360 0.13 0.02 -0.06
C 1.9648 1.8692 0.5902 -0.16 0.02 0.09
C -3.3896 2.8630 1.0180 0.03 0.05 -0.04
C -4.7131 2.1227 0.9043 0.22 0.51 0.10
O -5.7697 2.5077 1.3429 -0.21 0.06 0.14
C -6.7781 0.2155 -0.0533 -0.08 0.08 0.02
C -7.7078 -0.7770 -0.3166 0.21 -0.04 -0.02
C -9.1676 -0.4430 -0.3223 0.04 -0.01 -0.01
H -7.7456 -4.1140 -1.0516 -0.02 -0.07 -0.02
H -8.9423 -3.3063 -0.0330 -0.11 -0.08 0.02
H -8.8560 -2.9286 -1.7485 -0.10 -0.06 -0.06
H -5.5668 -3.3485 -0.7575 0.02 -0.10 -0.02
H -3.9394 -1.6140 -0.2698 0.12 0.01 0.00
H -2.5864 0.1233 0.6131 0.00 0.00 -0.12
H -2.9831 0.3550 -1.1111 0.01 -0.01 0.10
H -2.5688 2.7114 -0.9796 -0.01 -0.06 0.03
H -0.5542 2.1126 -1.5453 -0.06 0.03 0.24
H 1.3176 1.8467 -2.7397 -0.04 0.00 -0.11
H 3.7879 1.5494 -2.7990 -0.03 -0.01 -0.20
H 6.4896 -0.5827 -1.7003 0.19 0.20 -0.14
H 5.7659 -0.5852 0.9684 -0.03 -0.23 0.10
H 4.7626 -1.7815 0.1097 0.13 -0.02 0.14
H 6.6950 -3.0001 -0.6604 0.01 0.04 0.09
H 7.7596 -3.6652 1.3882 -0.07 -0.01 0.00
H 6.3397 -2.8542 2.0716 -0.05 -0.06 0.07
H 7.6253 -0.9368 2.6601 0.03 0.01 0.05
H 8.9963 -2.0437 2.5575 -0.03 0.02 0.05
H 9.7198 -0.9088 0.6063 -0.08 0.04 0.04
H 8.3040 0.1643 0.7461 0.09 -0.14 0.01
H 3.9296 1.6746 1.4364 0.01 0.00 0.16
H 1.4594 1.9641 1.5362 0.02 0.00 0.00
H -2.9859 2.7041 2.0218 -0.03 0.00 -0.04
H -3.5258 3.9322 0.8694 -0.06 -0.03 0.02
H -7.1175 1.2166 0.1530 -0.02 0.05 0.01
H -9.3212 0.6076 -0.0929 -0.06 0.05 0.01
H -9.6983 -1.0409 0.4178 -0.12 -0.02 0.03
H -9.6071 -0.6566 -1.2963 -0.11 0.00 -0.04
```
Forces are in eV/Å.

Values from the calculation:
Energy relative to the best compared isomer or geometry (same formula, charge and spin) in eV: 0.961
Gap between HOMO and LUMO in Ha: 0.3163
LUMO level in eV: 0.24
SMILES: Cc1ccc(N2C[C@H](C(=O)Nc3ccc(S(=O)(=O)NC[C@@H]4CCCO4)cc3)CC2=O)cc1C

=====

Entry 2:
# C5H11N2

2 unconnected molecules or ions with the total composition C5H11N2 (ωB97M-V with the def2-TZVPD basis set, OMol25).

The geometry in XYZ format:
```
18
Properties=species:S:1:pos:R:3:forces:R:3
C 1.2985 0.4719 1.2264 -0.67 0.30 1.62
C 1.6057 -0.4282 0.2899 -0.86 2.06 -1.92
C 0.6778 0.7680 2.5201 -0.10 3.68 -3.51
C -1.4261 -1.2841 -0.5722 3.57 -3.47 -3.37
C -0.6559 0.8417 -1.6417 -0.64 0.00 -0.07
N 1.7873 0.9453 0.1273 0.48 -0.52 0.20
N -0.3302 -0.4715 -1.1223 1.45 -0.71 0.70
H 2.1773 -1.2187 -0.0593 0.44 -1.65 -0.73
H -0.3517 1.0240 2.0806 0.74 -0.65 1.41
H 1.1200 1.7820 2.7669 -0.59 -1.35 0.67
H 0.8105 -0.0719 3.1134 -0.31 -1.05 1.68
H -1.7442 -1.7575 -1.5226 -1.19 -0.17 1.01
H -0.8769 -2.0778 -0.0376 -0.70 0.05 0.10
H -2.1811 -0.9390 0.0132 -1.85 1.91 1.41
H -0.5144 0.8833 -2.7200 -0.22 -0.08 -0.14
H -1.7510 1.1242 -1.4059 2.07 -0.17 -0.08
H 0.1489 1.4830 -1.2616 -0.57 0.79 0.29
H 0.2056 -1.0746 -1.7945 -1.03 1.03 0.74
```
Forces are in eV/Å.

Values from the calculation:
Energy relative to the best compared isomer or geometry (same formula, charge and spin) in eV: 4.890
Gap between HOMO and LUMO in Ha: 0.3251
LUMO level in eV: -4.75
Net charge: +1

=====

Entry 3:
# C33H46Br55N4O6

A molecular structure, C33H46Br55N4O6 (ωB97M-V with the def2-TZVPD basis set, OMol25).

The geometry in XYZ format:
```
144
Properties=species:S:1:pos:R:3:forces:R:3
C -2.1983 -5.4925 0.7161 -0.20 1.41 -0.52
C -2.9279 -4.7593 -0.5908 0.31 -1.05 0.81
O -1.9140 -4.5755 -1.6555 -2.57 0.78 0.18
C -2.5634 -3.9559 -2.8293 0.57 -0.27 -1.09
C -1.9018 -2.4600 -3.1183 -2.76 -0.33 0.20
O -0.4792 -2.4296 -2.7220 -0.42 3.18 2.17
C -0.1895 -1.2284 -1.8802 2.80 0.28 0.10
O -0.5535 -0.0025 -2.6078 -2.00 -1.25 2.41
N 0.0250 0.0640 -3.8209 -3.30 1.31 -3.80
O -0.8350 0.4975 -4.6052 3.72 -1.24 2.48
C 1.3827 -0.9350 -1.4829 0.14 -4.13 -0.06
N 1.3696 -0.4686 -0.0435 -2.63 -0.52 2.06
C 1.7546 0.9654 0.2457 1.46 1.42 -1.40
C 3.3786 1.0828 -0.1366 -0.04 -0.92 0.13
C 0.1721 -1.0463 0.6780 1.30 0.98 -4.23
N 0.0737 -1.3095 2.0251 -1.79 -0.06 -2.20
C 1.1360 -1.0335 3.0720 1.35 0.14 1.81
C 2.6227 -1.6287 2.7219 0.57 0.22 -0.70
C 2.6300 -3.0696 1.9397 0.75 -0.41 -0.03
O 4.0699 -3.3807 1.6556 -2.05 1.13 -1.34
C 4.3658 -3.2199 0.2230 1.70 -0.32 -0.36
C -1.2437 -1.9109 2.5585 -0.77 -0.33 0.98
C -1.9582 -0.8847 3.6658 1.89 4.70 -1.74
O -2.0738 0.4286 3.3358 7.54 -7.12 3.35
Br -2.6392 -1.6809 5.3913 1.14 0.70 -1.89
N -0.8089 -1.2589 -0.4674 1.16 -1.11 1.75
H -1.4583 -6.3327 0.3732 -1.64 1.60 0.72
H -3.0292 -5.8543 1.4569 1.68 0.46 -1.50
H -1.5847 -4.6480 1.2641 -0.98 -1.74 -0.97
H -3.7900 -5.4519 -0.9853 1.57 1.35 0.73
H -3.3843 -3.7214 -0.2774 0.74 -1.83 -0.54
H -3.7441 -3.9117 -2.7030 2.53 0.23 -0.21
H -2.3714 -4.6481 -3.7804 -0.22 1.47 2.18
H -2.0828 -2.2128 -4.2654 1.05 -0.71 3.28
H -2.5750 -1.6840 -2.5131 1.73 -1.43 -1.07
H 2.0965 -0.4292 -2.2600 -1.91 -0.26 1.82
H 1.8166 -2.0456 -1.4250 -0.69 2.22 -0.16
H 1.2105 1.6674 -0.5521 0.83 -1.45 2.07
H 1.5301 1.3226 1.3466 0.36 -1.05 -2.31
H 3.5291 1.2715 -1.2981 -0.40 -0.19 2.61
H 3.9396 1.8927 0.4954 -1.21 -1.50 -1.37
H 3.8618 0.0148 0.0859 -0.93 2.36 -0.33
H 0.7996 -1.5596 4.0895 0.34 1.05 -2.47
H 1.1710 0.1266 3.3230 -0.08 -2.47 -0.72
H 3.2106 -0.8418 2.0436 -1.33 -1.82 1.44
H 3.2799 -1.7492 3.7094 -1.75 0.30 -2.07
H 2.2227 -3.9761 2.5666 0.68 1.94 -0.94
H 2.0725 -3.0823 0.9109 0.76 0.28 1.98
H 5.5047 -2.8797 0.1117 -2.47 -0.72 0.44
H 4.3064 -4.2862 -0.2651 -0.22 2.18 0.59
H 3.7356 -2.3959 -0.3240 0.91 -1.69 1.15
H -2.0450 -2.0750 1.7217 1.54 0.55 1.45
H -1.0511 -2.9652 3.0733 -0.17 2.41 -1.07
H -1.4826 -2.0514 -0.3844 0.70 0.82 -0.04
C 1.6414 4.7966 -2.4283 -0.22 0.17 -0.13
Br 2.8501 6.3161 -2.5473 -0.37 -0.42 -0.01
Br 2.4192 3.1907 -3.2030 -0.16 0.35 0.13
Br 1.0308 4.4984 -0.6056 0.03 0.15 -0.49
H 0.7574 5.0437 -3.0252 0.39 -0.11 0.27
C 2.1283 -7.2941 2.9918 0.15 -0.22 0.01
Br 2.0826 -6.8355 1.1018 0.02 0.02 0.45
Br 3.7660 -6.6832 3.8454 -0.49 -0.08 -0.26
Br 0.5447 -6.6624 3.9283 0.31 -0.05 -0.23
H 2.1229 -8.3872 3.0557 -0.04 0.46 -0.01
C 5.7422 4.8624 1.6623 0.13 0.22 -0.01
Br 4.3781 5.2502 0.3306 0.51 -0.16 0.49
Br 5.1198 5.2386 3.4665 0.11 -0.15 -0.44
Br 6.4219 3.0475 1.4948 -0.14 0.38 0.07
H 6.5815 5.5375 1.4662 -0.36 -0.33 0.10
C -5.5954 1.2192 6.8613 0.07 -0.13 -0.16
Br -5.8476 2.9876 6.0908 0.03 -0.44 0.21
Br -4.6045 1.2929 8.5336 -0.26 -0.01 -0.41
Br -7.2813 0.2693 7.0602 0.44 0.30 0.07
H -4.9870 0.6461 6.1541 -0.28 0.27 0.26
C -2.2977 -9.6279 0.3508 -0.04 -0.24 -0.01
Br -0.5206 -9.5973 1.1418 -0.48 0.03 -0.39
Br -3.6648 -9.0788 1.6210 0.36 -0.10 -0.30
Br -2.3767 -8.5891 -1.2919 0.03 -0.23 0.36
H -2.5101 -10.6679 0.0820 0.10 0.47 0.13
C -5.6152 -0.3457 2.3501 -1.33 0.39 0.34
Br -5.6609 0.1130 0.4602 0.12 -0.06 0.33
Br -3.9775 0.2653 3.2037 -7.62 -0.48 -2.50
Br -7.1988 0.2860 3.2867 0.01 -0.16 -0.27
H -5.6206 -1.4387 2.4141 0.02 0.40 -0.04
C 1.0274 9.9902 -2.9591 0.11 -0.07 -0.20
Br 0.7752 11.7586 -3.7296 0.02 -0.48 0.25
Br 2.0184 10.0639 -1.2868 -0.27 0.00 -0.38
Br -0.6585 9.0403 -2.7602 0.36 0.21 0.01
H 1.6358 9.4171 -3.6663 -0.28 0.25 0.32
C -2.3849 -3.2769 -7.3675 0.03 -0.16 -0.43
Br -2.5899 -1.7367 -6.1969 -0.27 0.04 -1.55
Br -0.5519 -3.4754 -7.9879 -0.64 -0.03 0.28
Br -3.0500 -4.9075 -6.5414 0.15 0.41 -0.21
H -3.0034 -3.0911 -8.2516 0.24 -0.04 0.41
C -0.9272 -12.2687 4.6156 -0.03 -0.11 0.21
Br 0.8601 -12.8114 4.0718 -0.46 0.19 0.07
Br -1.1187 -10.3331 4.6431 0.06 -0.46 0.11
Br -2.3022 -13.1169 3.5322 0.37 0.28 0.21
H -1.0687 -12.6187 5.6434 0.06 0.16 -0.48
C 5.7274 -0.8391 5.8085 0.19 0.03 0.19
Br 5.7047 -0.0558 4.0279 0.02 -0.09 0.41
Br 4.4621 0.0349 6.9998 0.24 -0.29 -0.39
Br 5.4597 -2.7651 5.7553 -0.02 0.48 -0.05
H 6.7268 -0.6664 6.2210 -0.44 -0.05 -0.19
C -3.7612 9.6630 -6.0117 -0.16 0.17 -0.20
Br -3.9663 11.2032 -4.8411 0.11 -0.46 -0.26
Br -1.9282 9.4645 -6.6322 -0.45 0.03 0.19
Br -4.4264 8.0324 -5.1856 0.26 0.43 -0.19
H -4.3797 9.8488 -6.8959 0.30 -0.09 0.40
C -2.0787 1.5896 -8.7706 -0.04 -0.02 0.26
Br -1.7561 -0.0363 -9.7889 -0.17 0.40 0.10
Br -0.8556 3.0151 -9.2767 -0.25 -0.40 0.08
Br -3.9362 2.1563 -8.8813 0.52 -0.15 -0.05
H -1.8783 1.3541 -7.7203 -0.04 0.08 -0.45
C 6.6155 3.5122 8.9162 0.19 0.15 0.00
Br 5.8892 3.6998 7.1213 0.17 -0.06 0.42
Br 5.2736 3.8631 10.2802 0.30 -0.14 -0.33
Br 7.4741 1.7857 9.1727 -0.25 0.41 -0.04
H 7.3924 4.2755 9.0281 -0.35 -0.35 -0.05
C 2.1159 -0.2502 -9.8282 -0.11 0.12 -0.17
Br 3.3247 1.2694 -9.9472 -0.30 -0.42 0.07
Br 2.8938 -1.8561 -10.6029 -0.19 0.40 0.27
Br 1.5054 -0.5484 -8.0056 0.35 0.21 -0.34
H 1.2320 -0.0031 -10.4252 0.34 -0.09 0.29
C -5.3361 5.6554 -2.1843 -0.22 0.11 -0.11
Br -5.5412 7.1956 -1.0137 0.08 -0.49 -0.35
Br -3.5032 5.4569 -2.8047 -0.34 -0.05 0.25
Br -6.0013 4.0248 -1.3582 0.11 0.36 -0.54
H -5.9546 5.8412 -3.0685 0.29 -0.10 0.39
C -2.3269 4.6099 -12.4951 0.01 -0.03 0.21
Br -2.0043 2.9840 -13.5134 -0.09 0.42 0.26
Br -1.1038 6.0354 -13.0012 -0.32 -0.37 0.09
Br -4.1844 5.1766 -12.6058 0.48 -0.15 -0.02
H -2.1265 4.3744 -11.4448 -0.10 0.09 -0.49
C 7.5798 3.1616 13.7387 -0.15 0.05 -0.16
Br 7.3748 4.7017 14.9093 0.08 -0.42 -0.28
Br 9.4128 2.9631 13.1183 -0.45 0.04 0.18
Br 6.9147 1.5310 14.5648 0.21 0.42 -0.19
H 6.9614 3.3474 12.8545 0.28 -0.09 0.38
C -5.5506 5.7951 2.9907 0.01 -0.04 0.27
Br -5.2280 4.1692 1.9725 0.00 0.41 0.50
Br -4.3275 7.2206 2.4847 -0.27 -0.36 0.20
Br -7.4081 6.3619 2.8801 0.50 -0.16 -0.04
H -5.3502 5.5597 4.0411 -0.08 0.13 -0.48
```
Forces are in eV/Å.

Values from the calculation:
Energy relative to the best compared isomer or geometry (same formula, charge and spin) in eV: 9.417
Gap between HOMO and LUMO in Ha: 0.2523
LUMO level in eV: -4.21
Net charge: +1

=====

Entry 4:
# C5H11N

C5H11N in the gas phase (ωB97M-V with the def2-TZVPD basis set, OMol25).

The geometry in XYZ format:
```
17
Properties=species:S:1:pos:R:3:forces:R:3
C 2.9739 0.2891 -0.2076 -0.76 0.15 0.33
C 1.6694 0.5617 -0.1805 -0.42 3.40 -0.05
C 0.6981 0.1556 0.9189 -0.56 -0.27 -1.17
C -0.3710 -0.7958 0.3115 -1.15 0.86 0.20
C -1.4864 -0.1711 -0.5998 -0.19 -0.29 -1.28
N -2.9053 -0.3512 -0.2497 -0.16 -0.14 1.43
H 3.6147 1.0188 -0.7043 0.21 -0.95 -0.35
H 3.3337 -0.5438 0.4070 0.34 0.56 -0.15
H 1.3151 1.4881 -0.8455 0.66 -2.14 1.37
H 1.2505 -0.3191 1.7397 -0.16 -0.23 -0.31
H 0.2124 1.0363 1.3797 0.29 -0.11 -0.42
H -0.9790 -1.1802 1.1215 0.42 -1.21 0.16
H 0.2094 -1.4237 -0.3439 -0.20 -1.24 0.43
H -1.4587 -0.6151 -1.6388 0.58 0.83 1.00
H -1.2332 0.8669 -0.5664 0.02 1.07 -0.84
H -3.2454 0.3094 0.4482 0.35 -0.24 -0.11
H -3.5980 -0.3259 -0.9900 0.74 -0.06 -0.25
```
Forces are in eV/Å.

Values from the calculation:
Energy relative to the best compared isomer or geometry (same formula, charge and spin) in eV: 1.987
Gap between HOMO and LUMO in Ha: 0.3704
LUMO level in eV: 1.10
SMILES: C=CCCCN